(1)
This record from the Open Molecules 2025 dataset describes a structure of composition C12H48AgO18PV. The level of theory is ωB97M-V/def2-TZVPD.

CARTESIAN COORDINATES (ANGSTROEM)
Ag (0.218445, 1.517771, -2.725749)
V (-2.553069, -0.142487, -0.169989)
P (0.105718, 0.091063, -0.323435)
O (-3.589803, -0.527844, 1.867421)
O (-1.947713, -0.395831, 4.122200)
O (0.010521, 3.585551, -1.624189)
O (1.896263, -3.098496, 1.295478)
O (-0.879473, 0.106756, -1.471439)
O (3.020496, 2.344376, 0.343647)
O (-0.840702, 0.549512, 0.804410)
O (0.596603, -1.356186, -0.218625)
O (-3.619675, -1.066130, -0.918513)
O (-0.406543, -0.152027, -4.237622)
O (3.189464, -1.523147, -1.377214)
O (-0.854789, 3.208138, 0.988609)
O (-3.228426, 1.359674, -0.276210)
O (-1.682168, -2.457584, 0.466848)
O (0.454522, -2.221640, -2.699056)
O (1.090354, 1.187538, -0.795119)
O (2.308339, 0.388848, -3.232633)
O (0.167280, 1.019727, 3.159550)
C (-4.869238, -0.200449, 2.377511)
C (2.568260, 3.513459, 1.008057)
C (2.849194, -0.299922, -4.350373)
C (-0.913099, -0.491358, -5.523920)
C (4.037197, -0.965904, -0.380904)
C (-1.848355, -0.352414, 5.533462)
C (-2.087911, 3.676593, 1.500332)
C (1.334038, 0.219750, 3.304207)
C (2.303455, -4.171342, 0.437037)
C (-0.586278, -3.185334, -2.658448)
C (-1.674938, -2.965075, 1.811154)
C (0.124425, 4.982950, -1.856572)
H (2.298045, -1.628575, -1.003691)
H (3.116149, -4.701430, 0.933154)
H (-1.207305, -1.171202, 5.863199)
H (-0.478293, -3.901358, -1.843137)
H (-1.593739, -2.760710, -2.665054)
H (3.424890, 4.039703, 1.428373)
H (-2.796127, 3.701710, 0.668939)
H (0.883774, 5.423366, -1.206297)
H (2.311914, -1.222361, -4.579816)
H (1.516965, 0.119682, 4.373303)
H (4.999107, -0.831365, -0.876142)
H (1.521918, -4.927125, 0.310570)
H (2.778340, -0.080983, -2.520609)
H (2.854290, 0.307493, -5.256630)
H (-2.868239, -0.368370, 5.915495)
H (3.705164, -0.009398, 0.028114)
H (2.211258, 1.916418, -0.027314)
H (-0.788381, 0.321005, -6.236636)
H (2.100344, 4.150018, 0.252195)
H (-1.426587, 0.575460, 5.929144)
H (-0.497935, -1.431381, -5.889586)
H (3.894205, -0.561823, -4.175263)
H (-0.225336, -0.980565, -3.750556)
H (1.394832, -2.470302, 0.739828)
H (-0.854526, 2.242627, 0.848698)
H (0.448836, -1.822557, -1.793512)
H (-2.558084, 3.004590, 2.221841)
H (-2.704640, -3.138219, 2.113368)
H (1.097697, -0.792618, 2.957474)
H (1.841178, 3.351765, 1.807287)
H (-0.816781, 5.406180, -1.496485)
H (-1.929440, 4.656720, 1.945085)
H (-5.094378, 0.868043, 2.333135)
H (-1.133858, -0.031695, 3.724863)
H (4.168449, -1.681451, 0.433325)
H (-0.180599, 0.905157, 2.251502)
H (-1.058409, -3.853797, 1.945353)
H (2.177377, 0.610412, 2.732645)
H (-0.510313, -3.747416, -3.592752)
H (-1.232418, -2.151009, 2.389114)
H (2.600888, -3.840728, -0.557381)
H (-5.671627, -0.669271, 1.810114)
H (-0.769505, -2.177282, 0.302885)
H (-4.913330, -0.507888, 3.422534)
H (-1.988238, -0.680928, -5.457534)
H (0.338538, 5.272329, -2.881619)
H (-0.101956, 3.465406, -0.661748)
H (-2.976478, -0.374805, 2.610304)

Force components x, y, z for each atom (eV/Å):
0.34 -0.24 -0.03
-5.06 2.43 -0.74
0.65 -0.67 0.86
0.91 0.11 -0.64
-0.20 0.09 -0.45
0.59 -0.11 -0.93
0.03 -0.33 -0.63
-2.69 -0.76 -2.05
-0.33 -0.20 0.58
1.26 -1.04 0.90
0.57 1.80 0.52
1.40 0.67 0.34
-0.08 0.36 -0.77
-0.41 0.43 -0.26
0.91 0.13 -0.01
1.54 -2.91 0.25
-0.29 -0.09 0.01
-0.41 0.21 0.47
0.06 -0.57 0.33
0.60 -0.10 -0.35
-0.08 0.21 0.24
-0.78 0.52 0.06
0.10 0.21 -0.49
0.19 -0.22 -1.01
-0.93 -0.26 0.15
0.54 -0.41 0.12
-0.03 0.29 -0.05
-0.56 -0.38 -0.72
-0.69 -0.64 -0.14
-0.25 -0.21 0.58
-0.14 -0.73 -1.01
0.16 1.00 -0.02
-0.57 0.52 1.23
0.34 0.04 -0.02
0.21 0.20 -0.13
-0.36 -0.15 0.36
0.00 0.17 0.16
0.05 0.25 0.39
0.05 -0.06 -0.06
-0.17 0.45 0.10
0.28 -0.14 -0.16
-0.14 0.01 0.21
0.41 0.28 -0.08
0.04 0.14 0.16
-0.28 0.12 0.01
-0.52 0.10 0.78
-0.27 0.29 0.19
0.11 -0.54 0.20
-0.15 0.01 -0.15
1.03 0.44 0.19
0.38 -0.02 0.10
-0.06 0.37 0.20
0.19 0.14 -0.38
0.45 0.21 -0.09
-0.02 -0.01 0.19
0.37 -0.03 0.44
0.30 -0.26 0.55
-0.56 0.36 0.29
0.24 -0.29 -0.76
0.41 -0.07 0.25
0.09 -0.02 0.02
0.33 -0.13 -0.14
-0.01 -0.30 0.01
-0.05 0.41 -0.50
-0.01 -0.03 -0.04
0.37 0.12 -0.05
0.17 0.40 0.28
0.00 0.07 0.09
0.25 0.12 0.36
-0.07 -0.09 -0.31
0.13 0.08 0.24
0.05 -0.13 0.07
-0.19 -0.35 0.67
0.21 0.13 0.03
0.34 -0.39 -0.10
0.23 -0.32 -0.20
-0.09 -0.13 -0.05
-0.10 0.13 0.06
-0.15 -0.50 -0.10
-0.35 -0.06 0.20
0.17 -0.17 0.18

Multiplicity: 2
Largest force on an atom (hartree/bohr): 0.110
E (Eh): -3272.615506
Energy above the lowest of the compared OMol25 structures with the same formula, charge and spin (kJ/mol): 0.00
E_HOMO (alpha / beta) (eV): -9.7 / -9.6
E_LUMO (alpha / beta) (eV): -0.296 / -4.202

=====

(2)
This record from the Open Molecules 2025 dataset describes a structure of composition C12H48KN24O12. The level of theory is ωB97M-V/def2-TZVPD.

CARTESIAN COORDINATES (ANGSTROEM)
K (0.410271, 0.423731, -0.242797)
O (1.879468, -1.004152, -2.235939)
O (-2.326833, 2.851689, -3.356786)
O (3.029678, 1.648911, -0.203271)
O (4.137507, 6.215128, 0.586690)
O (-5.696299, -3.121220, -1.377324)
O (-1.845384, -0.967683, -1.554661)
O (3.414844, -1.154746, 3.647507)
O (0.153993, 2.930598, -0.772862)
O (0.070453, 0.313143, 2.692451)
O (-0.039229, -2.454473, 0.828320)
O (3.146122, -4.489752, 0.163966)
O (-4.920482, 1.021831, 0.859435)
N (-3.140072, -2.129411, -2.907303)
N (-5.129663, 3.244960, 0.922752)
N (-2.348151, 2.316870, -5.496520)
N (-0.045222, 4.847587, 0.361467)
N (2.999107, 4.485213, 1.365468)
N (-0.140926, 2.425145, 3.273335)
N (1.617517, -6.019522, -0.337632)
N (-2.347234, -3.235929, -1.393497)
N (-0.548923, -4.603232, 1.468357)
N (4.674833, 1.588697, 1.266118)
N (-1.172603, -2.945904, 2.622937)
N (1.691560, 1.427244, 3.769025)
N (2.316215, -2.926180, 2.859785)
N (-1.201026, 4.614955, -1.397113)
N (-2.374892, 0.861783, -4.056074)
N (-6.538237, -3.395319, 0.546373)
N (3.778402, -0.200158, -3.230814)
N (4.845067, 0.517898, -0.526306)
N (3.873057, -3.183697, 4.386009)
N (1.518538, -4.081281, -1.253070)
N (3.042587, 4.782460, -0.713417)
N (-3.334027, 2.374856, 1.677147)
N (1.982211, 1.021975, -3.245529)
N (-4.845325, -2.098586, 0.366647)
C (2.205137, -4.869158, -0.439639)
C (3.513908, 5.214294, 0.407726)
C (-2.383511, -2.009733, -1.936757)
C (-5.653412, -2.842406, -0.215947)
C (-4.448833, 2.125086, 1.080750)
C (2.547222, -0.103090, -2.882546)
C (-0.579886, -3.269274, 1.542000)
C (-2.522844, 2.131355, -4.209860)
C (4.157960, 1.300411, 0.158660)
C (3.264066, -2.344388, 3.574618)
C (-0.335486, 4.042849, -0.577131)
C (0.496812, 1.331059, 3.272311)
H (2.717723, 3.838751, -0.868213)
H (-0.415134, 5.784701, 0.432822)
H (-3.115681, -1.492407, -3.690713)
H (1.607086, -2.308004, 2.492241)
H (-1.164958, -5.088606, 2.104755)
H (-3.982773, -1.779853, -0.051115)
H (4.140355, 2.016660, 2.008595)
H (-2.556055, 0.536426, -3.117229)
H (4.158259, -1.116624, -3.041356)
H (-2.570633, 0.484297, -4.972210)
H (-3.404499, -3.104034, -2.924317)
H (3.094323, 5.377141, -1.528146)
H (2.632749, 3.609168, 1.021344)
H (-3.047123, 3.313460, 1.915510)
H (4.037282, -4.075968, 3.942173)
H (-4.798725, 4.043940, 1.444488)
H (-2.079184, 3.247130, -5.783494)
H (2.468769, -3.878116, 2.558712)
H (-6.042075, 2.939041, 0.616127)
H (1.813787, -3.154996, -1.526794)
H (-6.392293, -3.278607, 1.538932)
H (-3.099343, 1.534376, 2.185701)
H (2.193901, 0.551163, 3.754076)
H (-1.689264, -3.280865, -0.628540)
H (4.224524, 0.469389, -3.841365)
H (-4.901988, -2.021464, 1.372101)
H (0.755137, -6.019378, -0.863361)
H (0.085519, -5.159958, 0.913709)
H (1.996712, 2.320033, 4.129443)
H (0.312762, 3.199485, 3.736646)
H (1.044829, 1.054290, -2.870850)
H (0.766069, 4.586512, 0.903448)
H (0.741218, -4.480478, -1.759533)
H (4.410535, 0.192929, -1.378167)
H (-2.468618, -4.072921, -1.945594)
H (-1.139140, -2.033655, 3.055115)
H (-2.661910, 1.669019, -6.205008)
H (-6.952826, -4.250294, 0.203980)
H (-1.694706, 4.079001, -2.096488)
H (2.214709, -6.745738, 0.031251)
H (5.846901, 0.640813, -0.562506)
H (5.533350, 1.153558, 1.572243)
H (-1.271347, 5.612907, -1.258397)
H (-1.370612, -3.824204, 3.080626)
H (3.394834, 4.656980, 2.278697)
H (4.440815, -2.699793, 5.066885)
H (2.450572, 1.848880, -3.587518)
H (-1.111867, 2.495478, 3.004237)

Force components x, y, z for each atom (eV/Å):
-0.10 -0.57 0.29
2.01 2.06 -1.52
0.09 7.56 6.79
-1.58 0.76 0.02
1.64 2.06 0.22
0.91 -0.38 -4.21
0.34 -0.06 0.64
0.16 3.04 0.18
0.34 -0.69 0.55
-0.14 -0.32 0.44
0.72 0.48 -1.80
3.62 0.54 2.17
0.42 -0.54 -0.33
-4.24 0.01 -6.82
-1.62 0.82 -1.54
-0.35 3.81 -4.89
2.50 2.20 5.22
-0.90 -1.88 3.64
-3.29 5.36 0.43
-1.27 -3.39 0.97
2.42 -1.55 3.94
-0.04 -2.90 -1.38
2.49 2.40 6.61
-3.04 0.58 4.25
2.62 -0.48 1.12
-1.31 -0.45 -1.45
-1.40 0.66 -1.38
-1.17 -4.95 1.13
-3.45 -2.02 3.90
4.03 -1.78 -0.53
4.35 -4.56 -5.38
1.65 -1.29 1.13
-1.41 1.61 -2.27
-0.95 -0.74 -5.81
4.61 -1.26 1.96
-2.34 1.38 -0.02
5.45 4.63 3.68
-0.61 2.88 -1.20
-0.02 1.49 0.57
3.26 1.51 3.33
-2.05 -2.62 -3.10
-2.78 -0.54 -0.30
-4.31 -2.15 2.20
2.45 0.87 -1.71
1.95 -3.55 -3.90
-5.13 1.67 -0.40
-1.42 0.23 0.29
-1.01 -1.93 -3.65
-0.09 -4.20 -2.51
-0.08 0.01 0.16
0.26 -0.39 0.08
-0.45 -0.38 0.18
0.26 -0.37 -0.78
0.44 -0.44 -0.54
-0.50 0.20 -0.08
0.05 0.06 -0.42
-0.12 -1.06 -0.15
0.52 0.16 -0.46
0.02 -2.10 1.26
-1.42 0.89 -1.76
0.30 -0.18 0.19
0.12 -0.56 0.98
0.05 -0.57 0.17
0.60 -0.18 1.09
-1.25 0.08 -0.43
-0.40 -0.16 -0.31
-0.64 0.29 -0.30
-0.52 1.54 0.14
-0.02 0.10 0.33
-0.57 -0.54 -0.05
1.14 0.45 0.32
0.95 0.04 0.31
0.04 -0.48 0.08
0.01 -0.44 0.09
0.26 0.35 -0.35
0.40 -1.76 0.21
-0.06 0.36 0.00
0.47 -0.75 0.21
-0.78 0.19 -0.15
-0.05 0.90 -0.47
-0.01 0.58 0.26
0.28 0.56 -0.19
0.35 0.20 0.02
0.17 0.27 0.33
-0.02 -0.15 -0.19
0.09 0.55 0.10
-0.07 0.37 0.18
-0.01 0.19 -0.28
-0.91 -0.54 -0.24
-0.09 -0.41 0.13
-0.31 -0.02 -0.05
-0.73 -0.40 -0.77
-0.53 1.51 1.64
-0.15 -0.59 -0.02
0.66 -0.83 -0.30
-0.19 -0.27 0.25
0.47 -0.09 0.00

Largest force on an atom (hartree/bohr): 0.198
E (Eh): -3303.092665
Energy above the lowest of the compared OMol25 structures with the same formula, charge and spin (kJ/mol): 891.06
E_HOMO (eV): -10.9
E_LUMO (eV): -1.928
Net charge: +1